Entry from the OMol25 dataset: C18H35As2CaNS2 as an isolated structure at a distorted geometry (ωB97M-V with the def2-TZVPD basis set).

Last column: Löwdin charge in e.
CARTESIAN COORDINATES (ANGSTROEM)
Ca 0.709 0.397 -1.331  0.864
S -0.859 2.730 -1.486  0.730
S -0.795 -2.019 -1.195  0.742
C -2.639 2.506 -1.152  -0.343
C -0.794 2.683 -3.330  -0.437
C -1.265 1.394 -4.008  -0.250
N -0.450 0.211 -3.627  -0.166
C -1.164 -1.081 -3.855  -0.246
C -0.602 -2.212 -2.998  -0.452
H 0.255 2.897 -3.614  0.083
H -1.417 3.532 -3.650  0.096
H -1.172 1.554 -5.097  0.142
H -2.320 1.212 -3.769  0.116
H -1.052 -1.367 -4.916  0.142
H -2.229 -0.938 -3.647  0.111
H 0.471 -2.354 -3.211  0.082
H -1.127 -3.146 -3.234  0.096
C -2.604 -1.949 -1.010  -0.332
H 0.321 0.192 -4.305  0.099
H -3.015 -1.052 -1.485  0.033
H -2.842 -1.922 0.060  0.023
H -3.058 -2.843 -1.454  0.066
H -2.769 2.536 -0.060  0.022
H -3.009 1.545 -1.531  0.033
H -3.206 3.336 -1.596  0.065
C 2.457 0.274 -2.976  -0.149
C 3.144 0.283 -1.783  -0.157
H 2.236 1.195 -3.538  0.090
H 2.334 -0.656 -3.548  0.090
H 3.473 1.216 -1.295  0.089
H 3.733 -0.590 -1.475  0.075
C 3.010 -2.171 0.834  -0.276
As 2.033 -0.485 1.070  1.029
C 3.330 0.806 1.778  -0.260
C 1.297 -0.853 2.854  -0.431
C 2.022 -1.590 3.789  -0.099
C 1.567 -1.651 5.115  -0.047
C 0.371 -1.024 5.475  -0.043
C -0.406 -0.369 4.501  -0.097
C 0.054 -0.278 3.189  -0.425
As -1.039 0.623 1.799  1.089
C -2.783 -0.156 2.266  -0.299
C -1.194 2.297 2.796  -0.293
H 3.386 -2.197 -0.193  0.005
H 2.289 -2.981 0.988  0.046
H 3.830 -2.225 1.558  0.039
H 2.756 1.679 2.115  0.039
H 3.847 0.335 2.622  0.047
H 4.012 1.078 0.967  0.015
H 2.933 -2.115 3.500  0.099
H 2.171 -2.186 5.850  0.120
H 0.037 -1.039 6.514  0.120
H -1.362 0.070 4.781  0.095
H -3.023 0.092 3.307  0.032
H -3.545 0.253 1.588  0.029
H -2.708 -1.243 2.139  0.023
H -1.700 2.090 3.745  0.034
H -0.174 2.655 2.974  0.035
H -1.754 3.023 2.195  0.020

* charge: +2
* highest occupied orbital energy: -14.2 eV
* gap between HOMO and LUMO: 7.3 eV